[1]
Here is a cluster of 36 separate species, BF4H70O35 in total at a distorted geometry from OMol25. Energies are from wB97M-V/def2-TZVPD.

Each line ends with the Löwdin charge.
Positions of all 110 atoms, in Å:
B -0.18903 0.08528 0.15446  -1.423
F -0.28823 1.42054 -0.05057  0.185
F -1.46302 -0.42410 0.07838  0.158
F 0.66820 -0.42563 -0.74861  0.189
F 0.14500 -0.17264 1.46186  0.148
O 2.58702 -1.98235 0.00627  -0.031
H 2.63800 -2.04671 -0.94740  0.045
H 1.66563 -2.14434 0.20882  0.049
O -2.76992 -3.70163 3.90069  -0.030
H -3.18489 -3.13156 4.54802  0.064
H -1.83418 -3.51813 3.98406  0.006
O 0.80254 -2.31764 -6.00604  -0.069
H 1.15348 -1.80214 -6.73222  0.019
H 1.07063 -1.83997 -5.22106  -0.030
O 2.01144 6.03891 -1.51922  -0.053
H 1.59632 5.24242 -1.18829  -0.021
H 2.61268 5.73199 -2.19785  0.016
O 2.52206 2.43973 -3.49294  -0.008
H 3.07310 3.07551 -3.03646  0.063
H 2.22649 2.89899 -4.27903  0.074
O -3.63831 4.53245 -0.57950  -0.032
H -3.03035 4.93214 0.04248  -0.001
H -3.72077 5.17696 -1.28238  0.037
O 4.71509 1.93457 0.08499  -0.043
H 4.66555 1.46322 -0.74664  -0.014
H 5.57226 1.70203 0.44194  0.039
O 3.01220 -0.08714 2.02493  -0.042
H 2.80976 0.75679 1.62117  0.044
H 2.82854 -0.73077 1.34065  -0.016
O 1.99775 -4.25869 1.35606  -0.041
H 2.31328 -3.35899 1.27121  -0.009
H 1.04764 -4.18963 1.26253  0.030
O -4.65047 -3.60999 2.02914  -0.055
H -4.22506 -3.96595 1.24904  0.007
H -3.95870 -3.58688 2.69031  -0.026
O -1.73572 5.09213 1.57258  -0.021
H -1.87769 5.93830 1.99693  0.072
H -1.78021 4.45544 2.28594  0.048
O 0.16174 -1.79364 -3.22815  -0.020
H -0.68782 -2.15126 -2.97008  0.032
H 0.41683 -1.23014 -2.49765  0.009
O -1.03276 -3.08465 1.07947  -0.009
H -1.11080 -2.43402 0.38174  0.024
H -1.29004 -2.61669 1.87385  0.013
O 0.99745 -0.82337 4.10929  -0.047
H 0.47146 -1.62283 4.08825  0.005
H 1.03206 -0.53480 3.19728  0.013
O 0.18494 -3.50066 4.53157  -0.024
H 0.84523 -4.05975 4.12209  0.060
H 0.64303 -3.08293 5.26087  0.063
O 2.79990 -3.48886 -3.04289  -0.034
H 2.47994 -4.38802 -3.11620  0.055
H 2.09913 -2.95365 -3.41533  0.005
O -5.16030 -0.79905 1.99988  -0.050
H -5.77826 -0.65685 2.71692  0.049
H -5.02429 -1.74641 1.98459  -0.003
O 2.89869 -0.02333 -2.70369  -0.049
H 2.89374 0.86293 -3.06527  -0.017
H 2.49004 0.06643 -1.84277  0.040
O 3.67582 -4.89823 -0.62027  -0.065
H 3.38105 -4.36645 -1.35956  -0.030
H 3.24434 -4.51072 0.14124  -0.037
O -1.75396 -0.83535 3.07222  -0.031
H -1.31811 -0.49488 2.29098  -0.010
H -2.26476 -0.09660 3.40325  0.027
O 2.33550 0.53974 6.00638  -0.074
H 1.79320 0.11178 5.34383  -0.041
H 2.78882 1.23662 5.53193  0.020
O -3.07651 -5.09827 -0.12948  -0.040
H -3.07338 -5.36072 -1.04999  0.042
H -2.19056 -4.77304 0.03037  0.011
O 5.69018 -1.60090 -1.10517  -0.032
H 6.34092 -1.41576 -0.42805  0.042
H 4.89536 -1.16331 -0.80021  0.003
O -1.15307 6.28396 -2.63183  -0.053
H -1.10867 5.37642 -2.33080  -0.027
H -2.08864 6.48558 -2.64909  0.014
O 2.88767 -0.41209 -5.45891  -0.038
H 3.68140 0.08792 -5.64922  0.041
H 2.77659 -0.33452 -4.51134  -0.017
O -1.84610 3.03810 5.44404  -0.057
H -1.99939 2.52839 4.64847  -0.022
H -1.07187 2.63801 5.83993  0.030
O -2.95641 2.12292 2.86832  -0.017
H -3.84538 1.84731 2.64470  0.056
H -2.45300 1.98350 2.06621  0.044
O 0.14572 4.10418 -0.49869  -0.032
H 0.23103 3.17316 -0.29336  0.026
H -0.39429 4.45736 0.20833  0.019
O -6.84870 1.13270 1.18921  -0.069
H -6.17105 0.45758 1.15414  -0.031
H -6.82560 1.54110 0.32382  0.027
O -3.36563 1.71804 -1.46018  -0.032
H -2.69369 1.17777 -1.04444  0.023
H -3.43353 2.49055 -0.89906  0.009
O -3.16808 -2.61705 -2.40602  -0.037
H -3.21559 -2.27068 -1.51495  0.025
H -3.64749 -1.98083 -2.93669  0.042
O -4.42262 2.40452 -3.95433  -0.060
H -4.07729 3.29549 -4.01040  0.017
H -4.17358 2.10519 -3.07990  -0.030
O 5.69349 0.74792 -2.67980  -0.059
H 4.88383 0.27140 -2.86313  -0.014
H 6.39074 0.13823 -2.92136  0.040
O -0.76698 3.59597 -3.27561  -0.039
H -0.53671 3.44104 -2.35953  -0.003
H -1.56581 3.08649 -3.41173  0.029
O 3.65400 -2.51917 3.35983  -0.043
H 4.22127 -2.63725 2.59793  0.031
H 3.07714 -1.79413 3.11945  -0.022

Force components x, y, z for each atom (eV/Å):
-1.03 0.44 0.74
0.01 2.36 -0.21
-1.78 -1.05 -1.15
1.07 -1.03 -1.23
1.66 -0.17 1.06
0.49 0.16 0.45
0.17 -0.33 -0.58
-0.53 0.24 -0.27
-0.26 -0.29 0.20
-0.03 0.21 0.23
0.61 0.07 0.09
-0.34 -0.49 -0.27
0.21 0.13 -0.02
-0.12 0.19 0.17
0.40 0.37 -0.10
-0.50 -0.36 0.30
0.13 0.09 -0.16
0.14 0.22 0.07
0.23 0.18 0.24
-0.35 -0.03 -0.29
-0.30 -0.28 -0.21
0.43 0.05 0.55
-0.10 0.03 -0.23
-0.47 0.22 0.26
0.30 -0.15 -0.46
0.18 -0.06 0.07
0.09 0.17 0.56
0.10 0.33 -0.11
0.05 -0.17 -0.66
-0.24 -0.37 0.70
0.28 0.12 0.36
-0.55 -0.04 -0.10
-1.04 0.57 -0.35
0.16 -0.33 -0.47
0.69 -0.20 0.37
0.03 0.01 -0.40
0.07 0.32 0.09
-0.16 -0.37 0.36
0.47 -0.12 -0.18
-0.49 -0.22 -0.09
0.05 0.31 0.23
0.54 -0.79 -0.32
-0.18 0.37 -0.16
-0.34 0.28 0.46
0.28 0.05 0.19
-0.40 -0.22 -0.10
0.13 0.31 -0.31
-0.52 0.03 -0.05
0.36 -0.19 -0.33
0.20 0.01 0.38
0.40 0.09 0.34
-0.14 -0.30 -0.18
-0.48 0.28 -0.19
0.07 0.97 0.09
-0.20 0.00 0.26
0.29 -1.18 -0.22
0.55 -1.09 0.37
-0.37 1.04 -0.27
-0.37 -0.01 0.33
0.63 -0.48 -0.42
0.15 0.33 -0.17
-0.32 -0.31 0.16
-0.37 -0.57 0.36
0.18 0.16 -0.10
-0.28 0.15 0.11
0.32 0.53 0.81
-0.33 -0.50 -0.53
0.16 0.09 -0.06
-0.26 -0.07 0.12
-0.15 0.01 -0.28
0.38 0.27 0.31
0.16 -0.31 -0.18
0.14 -0.01 0.21
-0.23 0.10 0.13
-0.14 0.77 0.19
0.22 -0.45 -0.19
-0.17 0.13 -0.11
-0.02 0.09 -0.60
0.20 0.07 -0.09
-0.11 -0.22 0.46
0.01 0.30 0.18
-0.28 -0.19 -0.39
0.24 -0.09 0.18
0.37 0.18 0.25
-0.46 -0.13 -0.06
0.19 -0.17 -0.34
0.24 0.08 -0.53
0.10 -0.52 0.13
-0.30 0.42 0.37
-0.43 0.59 0.06
0.44 -0.61 -0.04
-0.06 0.17 -0.17
-0.08 -0.23 -0.08
0.29 -0.42 0.04
-0.14 0.71 0.14
0.36 -0.24 -0.12
-0.09 0.07 0.37
-0.12 0.20 -0.21
-0.27 0.12 -0.63
0.03 0.20 -0.08
0.26 -0.30 0.57
0.18 0.85 -0.18
-0.41 -0.45 0.04
0.12 -0.24 0.15
0.03 0.02 -0.37
0.23 -0.11 0.51
-0.25 -0.32 -0.08
-0.01 -0.53 0.19
0.24 -0.05 -0.15
-0.11 0.57 0.29

Relative energy (zero: lowest compared OMol25 entry of this formula, charge and spin), kcal/mol: 18.06
HOMO level, eV: -8.321
Charge: -1
Energy, eV: -84358.7292
Kohn-Sham gap, eV: 9.8
Maximum force, eV/Å: 2.37


[2]
Here is a structure of composition BF4Sn at a distorted geometry from OMol25. Energies are from wB97M-V/def2-TZVPD.

Each line ends with the Löwdin charge.
Positions of all 6 atoms, in Å:
Sn -1.67712 -1.94990 -0.24171  1.923
B 0.37972 0.41911 0.04588  -1.323
F -0.35892 0.34480 -1.17405  0.045
F 0.91306 -0.88996 0.27516  0.049
F 1.31706 1.39240 0.02417  0.221
F -0.57380 0.68356 1.07055  0.085

Force components x, y, z for each atom (eV/Å):
2.35 2.60 0.17
0.68 1.87 1.02
-1.10 -1.53 -0.24
-1.24 -1.03 -0.27
-0.15 -0.64 -0.27
-0.54 -1.27 -0.42

Relative energy (zero: lowest compared OMol25 entry of this formula, charge and spin), kcal/mol: 29.31
HOMO level, eV: -16.539
Charge: +1
Energy, eV: -17372.9308
Kohn-Sham gap, eV: 7.4
Maximum force, eV/Å: 3.51


[3]
Here is an isolated molecule of BH2NO5 at a distorted geometry from OMol25. Energies are from wB97M-V/def2-TZVPD.

Each line ends with the Löwdin charge.
Positions of all 9 atoms, in Å:
O -2.74278 0.38015 -0.24845  0.155
N -1.66095 0.00610 0.08277  -0.401
O -1.34649 -0.77690 0.91084  0.147
O -0.60674 0.67369 -0.49921  0.221
B 0.62495 0.12441 -0.22263  -0.841
O 0.79687 -1.21541 -0.53885  0.164
O 1.63243 0.84432 0.23110  0.250
H 1.34013 -1.80931 0.05793  0.151
H 1.96258 1.77295 0.22651  0.154

Force components x, y, z for each atom (eV/Å):
-0.01 -0.14 -0.30
-0.43 0.98 -0.28
-0.23 -1.19 1.26
-1.11 1.25 -0.78
1.08 -2.17 -0.35
0.57 -0.59 1.18
2.23 1.64 0.55
-0.81 1.52 -1.20
-1.30 -1.32 -0.08

Relative energy (zero: lowest compared OMol25 entry of this formula, charge and spin), kcal/mol: 7.60
HOMO level, eV: -11.495
Energy, eV: -12435.7182
Kohn-Sham gap, eV: 11.7
Maximum force, eV/Å: 2.82


[4]
Here is an isolated molecule of BH4N at a distorted geometry from OMol25. Energies are from wB97M-V/def2-TZVPD.

Each line ends with the Löwdin charge.
Positions of all 6 atoms, in Å:
B -0.12613 0.61498 -0.23333  -0.240
N 0.08766 -0.64860 0.22436  0.085
H 0.75745 1.27669 -0.30521  -0.008
H -1.06500 1.14117 -0.58067  -0.005
H 1.14212 -0.87000 0.26121  0.111
H -0.36198 -1.38743 0.71414  0.058

Force components x, y, z for each atom (eV/Å):
-0.94 -0.18 0.04
4.01 -1.59 0.58
2.41 1.27 -0.46
-2.00 0.19 -0.08
-2.34 0.46 0.21
-1.14 -0.16 -0.29

Relative energy (zero: lowest compared OMol25 entry of this formula, charge and spin), kcal/mol: 12.65
HOMO level, eV: -10.564
Energy, eV: -2231.2818
Kohn-Sham gap, eV: 11.3
Maximum force, eV/Å: 4.35